Entry 1:
13
Properties=species:S:1:pos:R:3 method="wB97M-V/def2-TZVPD" relative_energy_kj_mol=106.6 multiplicity=1 homo_lumo_gap_ha=0.384 homo_energy_ev=-9.70 smiles="C[C@@H](O)C(N)=O" energy_ha=-323.74036
C -1.618 0.381 -0.178
C -0.346 -0.266 0.549
O 0.019 -1.652 0.627
C 0.783 0.594 -0.024
N 1.909 -0.094 -0.434
O 0.571 1.767 -0.264
H -1.746 1.392 0.252
H -2.504 -0.196 0.055
H -1.612 0.579 -1.268
H -0.572 -0.101 1.607
H 0.217 -2.019 -0.242
H 2.246 -0.820 0.186
H 2.655 0.436 -0.867



Entry 2:
13
Properties=species:S:1:pos:R:3 method="wB97M-V/def2-TZVPD" relative_energy_kj_mol=77.9 multiplicity=1 homo_lumo_gap_ha=0.396 homo_energy_ev=-10.03 smiles="CCNC(=O)O" energy_ha=-323.75130
C -0.884 0.512 -1.555
C -0.094 0.877 -0.290
N 0.905 -0.073 0.196
C 0.420 -1.001 1.107
O -0.585 -1.636 0.945
O 1.434 -1.409 1.954
H -0.500 1.012 -2.448
H -0.961 -0.559 -1.708
H -1.862 0.963 -1.385
H 0.248 1.920 -0.290
H -0.875 1.070 0.476
H 1.855 0.207 0.375
H 0.900 -1.882 2.623